Entry 1:
{
  "formula": "C20H31CoO5S",
  "method": "the ωB97M-V functional and the def2-TZVPD basis",
  "species": ["O", "C", "C", "H", "H", "C", "H", "H", "C", "H", "H", "H", "C", "H", "H", "H", "Co", "C", "C", "C", "H", "C", "C", "H", "H", "H", "H", "C", "C", "C", "H", "C", "C", "H", "H", "H", "H", "O", "C", "C", "H", "H", "C", "H", "H", "C", "H", "H", "H", "H", "C", "S", "O", "O", "O", "H", "H", "H"],
  "coordinates": [[-0.1832, -0.2087, -4.6680], [-0.4566, 0.8484, -5.6644], [-0.1309, 0.1145, -6.8996], [0.2391, 1.6842, -5.5504], [-1.4982, 1.1866, -5.6316], [-0.0259, -1.0311, -5.8857], [0.7765, 0.5482, -7.3424], [-0.9617, 0.1939, -7.5818], [1.3400, -1.6821, -5.9891], [2.1377, -0.9668, -5.7342], [1.5037, -1.9316, -7.0437], [1.4336, -2.5920, -5.3813], [-1.2098, -1.9958, -5.8707], [-2.1304, -1.4196, -5.6843], [-1.0891, -2.7642, -5.0849], [-1.2955, -2.4699, -6.8533], [-0.3303, -0.9369, -1.9353], [-1.8340, -0.7630, -0.3713], [-1.7768, 0.6282, -0.0745], [-2.2593, 1.3665, -1.2005], [-1.6034, 1.0438, 0.9114], [-2.7131, 0.4533, -2.1730], [-2.3910, -0.8921, -1.7232], [-2.8535, -1.7924, -2.1232], [-1.7680, -1.5368, 0.4013], [-2.3835, 2.4515, -1.2291], [-3.1898, 0.7044, -3.1176], [0.8158, -1.8701, -0.5735], [0.0436, -2.7912, -1.3564], [0.3829, -2.5689, -2.7391], [-0.6552, -3.5300, -0.9841], [1.5020, -1.6866, -2.7734], [1.7146, -1.1913, -1.4585], [2.5593, -0.5559, -1.1870], [0.8005, -1.8091, 0.5145], [-0.0248, -3.0074, -3.6393], [2.1572, -1.5667, -3.6232], [2.6663, 2.7634, -4.5425], [2.0313, 1.7444, -3.7551], [0.5547, 2.2095, -3.4945], [2.5060, 1.5879, -2.7722], [2.1046, 0.7961, -4.3207], [0.5143, 3.7088, -3.8358], [0.2276, 1.8465, -2.5098], [-0.2636, 1.7156, -4.0194], [1.9482, 4.0117, -4.3471], [0.3866, 4.2546, -2.8951], [-0.2910, 3.9843, -4.5314], [2.4731, 4.5286, -3.5089], [1.9918, 4.5942, -5.2952], [0.2753, 3.0891, 0.4994], [1.1223, 1.5146, 0.4991], [2.5359, 1.7254, 0.7926], [0.4500, 0.5979, 1.4331], [0.8434, 1.1477, -0.9320], [0.6034, 3.6304, 1.3916], [-0.8044, 2.8904, 0.4777], [0.5843, 3.5969, -0.4223]],
  "energy_ha": -2937.6710,
  "orbital_gap_ha": [0.2308, 0.2597],
  "multiplicity": 4,
  "de_lowest_ev": 1.558,
  "total_charge": -1,
  "homo_ev": [-3.657, -4.447]
}


Entry 2:
{
  "formula": "C3H3N3",
  "method": "the ωB97M-V functional and the def2-TZVPD basis",
  "species": ["N", "C", "N", "C", "C", "N", "H", "H", "H"],
  "coordinates": [[-2.1732, -0.1954, 0.0954], [-0.8991, -0.0468, -0.1234], [-0.1667, -1.3203, -0.0231], [0.9942, -0.8303, 0.0033], [1.0521, 0.6151, 0.0202], [-0.1255, 1.2022, -0.0972], [-2.6161, 0.6962, -0.0869], [1.9280, -1.4295, -0.1736], [2.0064, 1.3088, 0.3853]],
  "energy_ha": -280.3029,
  "orbital_gap_ha": 0.3575,
  "multiplicity": 1,
  "de_lowest_ev": 2.120,
  "smiles": "N=C1N=CC=N1",
  "homo_ev": -10.999
}


Entry 3:
{
  "formula": "C27H35F6FeN3O9S3Sb",
  "method": "the ωB97M-V functional and the def2-TZVPD basis",
  "species": ["Fe", "F", "C", "F", "F", "S", "O", "O", "N", "S", "O", "O", "C", "F", "F", "F", "C", "C", "C", "Sb", "C", "C", "C", "C", "C", "C", "H", "H", "H", "H", "H", "H", "H", "H", "H", "H", "H", "H", "H", "H", "H", "H", "H", "H", "H", "H", "H", "O", "C", "C", "C", "C", "O", "N", "H", "H", "H", "H", "O", "S", "C", "C", "C", "C", "C", "C", "C", "C", "C", "C", "C", "C", "H", "H", "H", "H", "H", "H", "H", "H", "H", "H", "O", "N", "O"],
  "coordinates": [[0.1864, -0.3485, 0.8776], [-0.0611, -5.2058, 1.2808], [-1.2304, -4.7670, 1.7463], [-1.1534, -4.6596, 3.0710], [-2.1803, -5.6294, 1.4277], [-1.5897, -3.1016, 1.0550], [-0.4088, -2.3473, 1.4670], [-2.8488, -2.7077, 1.5837], [-1.6217, -3.4054, -0.4852], [-0.7515, -2.6579, -1.5489], [-0.1054, -1.4498, -1.0526], [-1.4176, -2.5783, -2.8039], [0.6722, -3.7849, -1.8405], [1.4488, -3.8242, -0.7562], [0.2588, -5.0120, -2.1192], [1.3931, -3.3209, -2.8608], [-0.2850, 4.3343, -4.3849], [-0.4542, 4.0702, -2.8929], [-0.0722, 5.2884, -2.0569], [0.5364, 2.2533, -2.2153], [2.7029, 2.3901, -2.5249], [3.2888, 1.0240, -2.8754], [3.0797, 3.4811, -3.5199], [-0.1558, 0.8143, -3.7105], [-1.6798, 0.8399, -3.7256], [0.4565, 0.9862, -5.0986], [-0.8089, 5.2607, -4.6394], [-0.7119, 3.5430, -4.9959], [0.7598, 4.4632, -4.6642], [-1.4926, 3.8112, -2.6786], [0.9385, 5.6307, -2.2880], [-0.1155, 5.0825, -0.9922], [-0.7644, 6.1054, -2.2794], [3.0217, 2.6792, -1.5230], [3.1813, 0.7945, -3.9340], [2.8217, 0.2143, -2.3056], [4.3572, 1.0133, -2.6441], [2.7273, 3.2476, -4.5259], [4.1696, 3.5749, -3.5652], [2.6783, 4.4509, -3.2268], [0.1773, -0.1242, -3.2877], [-2.0618, 1.7838, -4.1216], [-2.0929, 0.6912, -2.7260], [-2.0570, 0.0290, -4.3527], [0.0311, 1.8320, -5.6341], [0.2454, 0.0869, -5.6854], [1.5366, 1.1117, -5.0764], [1.7148, 3.7238, 0.2878], [1.4363, 3.1250, 1.3146], [1.4456, 3.7675, 2.6971], [0.9494, 2.6535, 3.6146], [0.7891, 1.4978, 2.6559], [0.4253, 0.3443, 2.9572], [1.0866, 1.8117, 1.3841], [0.8087, 4.6506, 2.6859], [2.4616, 4.0924, 2.9212], [-0.0161, 2.8620, 4.0752], [1.6434, 2.3781, 4.4086], [2.2668, -0.7587, 0.7719], [3.4295, -0.5724, 1.7138], [4.6387, -1.7679, 1.1433], [4.3376, -2.5358, 0.0345], [5.2769, -3.4556, -0.4157], [6.4959, -3.5798, 0.2324], [6.7887, -2.7846, 1.3348], [5.8575, -1.8713, 1.7985], [3.0400, -1.3646, 3.2626], [3.5834, -0.8232, 4.4156], [3.2804, -1.4091, 5.6373], [2.4342, -2.5075, 5.6850], [1.9063, -3.0420, 4.5152], [2.2099, -2.4723, 3.2909], [3.3824, -2.4161, -0.4545], [5.0514, -4.0729, -1.2751], [7.2232, -4.2988, -0.1204], [7.7450, -2.8761, 1.8321], [6.0726, -1.2563, 2.6640], [4.2284, 0.0463, 4.3626], [3.6903, -0.9948, 6.5486], [2.1789, -2.9460, 6.6407], [1.2502, -3.9014, 4.5521], [1.7876, -2.8680, 2.3760], [-1.4536, 2.6200, -0.5006], [-1.8131, 1.9292, 0.4471], [-1.4948, 0.6928, 0.4200]],
  "energy_ha": -5188.9076,
  "orbital_gap_ha": [0.2976, 0.2639],
  "multiplicity": 6,
  "de_lowest_ev": 0.272,
  "homo_ev": [-7.868, -8.820]
}


Entry 4:
{
  "formula": "C3H8O6S2",
  "method": "the ωB97M-V functional and the def2-TZVPD basis",
  "species": ["O", "O", "O", "O", "O", "O", "C", "C", "C", "S", "S", "H", "H", "H", "H", "H", "H", "H", "H"],
  "coordinates": [[-1.5954, 0.7634, 0.4443], [-2.0996, -1.5193, 1.1163], [1.9183, -0.5854, -1.4862], [1.1481, 1.0507, 0.0737], [0.1851, -0.5007, 1.9073], [-0.1736, 0.8137, -2.2016], [-0.1551, -0.7536, 3.3258], [0.5672, 1.8868, -2.8892], [-0.2924, -1.2814, -0.5940], [-0.9659, -0.5747, 0.7977], [0.7729, 0.0782, -0.9595], [0.3311, 0.0229, 3.9884], [0.1384, -1.7221, 3.7691], [-1.2283, -0.6437, 3.4235], [-0.0053, 2.1495, -3.7524], [0.5521, 2.7884, -2.2231], [1.6345, 1.5816, -3.0909], [0.3672, -2.1369, -0.4572], [-1.0994, -1.4175, -1.1922]],
  "energy_ha": -1366.7692,
  "orbital_gap_ha": 0.4062,
  "multiplicity": 1,
  "de_lowest_ev": 1.339,
  "homo_ev": -10.580
}


Entry 5:
{
  "formula": "C5H14S",
  "method": "the ωB97M-V functional and the def2-TZVPD basis",
  "species": ["C", "C", "C", "H", "H", "H", "H", "H", "H", "H", "H", "C", "S", "C", "H", "H", "H", "H", "H", "H"],
  "coordinates": [[-2.1430, -0.1911, -0.9363], [-1.3603, 0.4619, -2.0851], [-2.1257, 0.4366, -3.4283], [-1.4680, -0.3738, -0.0967], [-2.7109, -1.0621, -1.2571], [-2.8463, 0.5352, -0.5100], [-1.2015, 1.5013, -1.8084], [-0.3885, -0.0054, -2.2172], [-2.5503, 1.4179, -3.6646], [-1.4346, 0.2207, -4.2410], [-2.9716, -0.2516, -3.4288], [2.3097, -0.1944, 4.0142], [1.4840, 0.4602, 2.5702], [2.3893, -0.3446, 1.2199], [2.5764, -1.2510, 3.9248], [3.1982, 0.3828, 4.2695], [1.6165, -0.1491, 4.8511], [2.9262, 0.3539, 0.5849], [1.6648, -0.8505, 0.5828], [3.0356, -1.0969, 1.6561]],
  "energy_ha": -597.0597,
  "orbital_gap_ha": 0.3504,
  "multiplicity": 1,
  "de_lowest_ev": 0.478,
  "smiles": "CCC.CSC",
  "homo_ev": -8.473
}